C12H25O4PW as an isolated structure, computed with wB97M-V/def2-TZVPD.

ORCA input file:
```
! RIJCOSX wB97M-V def2-TZVPD def2/J DEFGRID3
* xyz 4 3
W 0.000 0.000 0.000
C -2.010 -0.277 -0.081
O -3.174 -0.386 -0.096
C -0.322 1.849 0.478
O -0.510 2.983 0.733
C 1.980 0.383 0.277
O 3.093 0.653 0.506
C -1.487 0.984 -3.294
P 0.001 0.238 -2.449
H 0.583 -1.753 -3.830
H -2.274 0.265 -3.035
C 1.474 0.919 -3.374
H 1.225 0.888 -4.442
C -1.375 1.064 -4.822
H -1.052 0.116 -5.266
H -0.664 1.840 -5.125
H -2.349 1.324 -5.255
C -1.896 2.330 -2.678
H -1.177 3.120 -2.909
C 0.630 -2.276 -1.724
H -1.978 2.257 -1.592
H -2.870 2.634 -3.081
C -1.430 -2.148 -3.164
H 0.022 -2.081 -0.800
H 0.604 -3.371 -1.808
H 1.663 -1.967 -1.565
C -0.025 -1.582 -2.933
H -1.371 -3.235 -3.302
H -1.904 -1.725 -4.054
H -2.080 -1.955 -2.304
C 2.731 0.069 -3.144
H 2.983 0.019 -2.081
H 3.580 0.528 -3.665
H 2.619 -0.950 -3.527
C 1.725 2.372 -2.946
H 1.863 2.431 -1.861
H 0.894 3.029 -3.215
H 2.631 2.754 -3.432
H -0.174 -5.604 -1.276
H -0.179 -5.739 -0.544
O -0.364 -0.905 1.750
H 0.245 -1.685 1.759
H 0.007 -0.293 2.434
*
```

The HOMO-LUMO gap (alpha / beta) is 3.88 / 3.66 eV. As for the expectation value of S²: 2.37. The HOMO energy (alpha / beta) is -24.2 / -24.2 eV.

Charges per atom according to Löwdin partitioning, unit e: 1.250, -0.097, 0.306, -0.163, 0.305, -0.091, 0.302, -0.442, 1.051, 0.147, 0.126, -0.406, 0.147, -0.012, 0.106, 0.113, 0.156, -0.025, 0.104, -0.087, 0.056, 0.154, -0.040, 0.046, 0.107, 0.084, -0.453, 0.131, 0.103, 0.081, -0.028, 0.068, 0.153, 0.103, -0.027, 0.083, 0.089, 0.150, 0.017, 0.040, -0.055, 0.174, 0.176

=====

One molecule with the formula C5H11NO, computed with wB97M-V/def2-TZVPD.

ORCA input file:
```
! RIJCOSX wB97M-V def2-TZVPD def2/J DEFGRID3
* xyz 0 1
C -1.858 -0.982 -0.570
C -1.614 0.093 0.478
N -0.203 0.156 0.655
C 0.643 0.850 1.533
C 0.794 0.818 -0.071
C 1.991 0.079 -0.609
O 1.778 -0.643 -1.805
H -2.921 -1.118 -0.773
H -1.431 -1.931 -0.223
H -1.351 -0.708 -1.504
H -2.090 1.047 0.196
H -2.011 -0.204 1.456
H 0.554 1.862 1.916
H 1.013 0.159 2.319
H 0.434 1.612 -0.772
H 2.774 0.811 -0.839
H 2.348 -0.558 0.209
H 1.149 -1.345 -1.598
*
```

As for the energy above the lowest of the compared OMol25 structures with the same formula, charge and spin: 3.060 eV. The HOMO-LUMO gap is 9.80 eV. The HOMO energy is -8.7 eV. As for the SMILES: CCN1C[C@H]1CO.

Charges per atom according to Löwdin partitioning, unit e: -0.092, -0.249, -0.177, -0.076, -0.212, -0.250, -0.063, 0.068, 0.077, 0.070, 0.116, 0.120, 0.085, 0.109, 0.156, 0.123, 0.117, 0.078

=====

A 2-piece molecular cluster, C4H6ClF overall, computed with wB97M-V/def2-TZVPD.

ORCA input file:
```
! RIJCOSX wB97M-V def2-TZVPD def2/J DEFGRID3
* xyz 0 1
C 2.191 1.589 0.743
C 1.002 1.214 0.765
C -1.427 -1.218 -0.307
C -2.041 0.049 0.063
F -2.073 0.320 1.396
Cl -3.488 0.660 -0.720
H 2.978 2.068 1.491
H 2.861 1.423 -0.186
H 0.082 0.989 1.227
H -0.384 -1.017 -0.104
H -1.869 -2.120 0.145
H -1.760 -1.411 -1.228
*
```

As for the energy above the lowest of the compared OMol25 structures with the same formula, charge and spin: 5.399 eV. The HOMO-LUMO gap (alpha / beta) is 8.31 / 8.47 eV. The HOMO energy (alpha / beta) is -8.3 / -8.5 eV.

Charges per atom according to Löwdin partitioning, unit e: -0.166, 0.031, -0.096, -0.734, -0.045, 0.645, 0.091, 0.071, -0.001, 0.073, 0.105, 0.024

=====

| no. | calculated total energy (eV) |
| --- | --- |
| 1 | -32098.007 |
| 2 | -8898.638 |
| 3 | -19479.343 |